Molecular formula: C14H57N3O22
Method: DFT, ωB97M-V/def2-TZVPD

Geometry (Å):
O 4.3097 -2.3795 2.4031
O 0.5791 -2.0433 0.5339
C 3.4332 -1.5691 2.5072
C 0.5618 -0.9744 1.1696
C 0.3967 2.6778 -0.4384
C 0.8516 1.4041 -0.5688
C -0.9852 -0.6768 -3.2758
C -1.9589 0.3003 -3.5827
C -0.0505 -0.4184 -2.2792
C -1.9857 1.5618 -2.9683
C 0.0395 0.7983 -1.6412
C -0.9614 1.8166 -2.0325
N -0.6885 2.9513 -1.2606
N -0.6259 -0.5881 1.6893
N 3.1179 -0.9463 1.3957
C 2.4445 -1.5815 3.7150
C -0.8440 0.4612 2.6838
C 2.1119 0.8565 0.1372
C 1.8422 -0.1150 1.2596
H 0.8167 3.4077 0.3064
H -1.0298 -1.6851 -3.7588
H -2.7449 0.0162 -4.2570
H 0.6616 -1.1574 -1.8648
H -2.7469 2.2423 -3.1695
H -1.1872 3.8411 -1.3623
H -1.4355 -1.0916 1.4004
H 3.8655 -0.9581 0.6888
H 2.7312 -2.3044 4.5032
H 1.4349 -1.8163 3.4125
H 2.3301 -0.5989 4.1357
H -1.8460 0.3946 3.1338
H -0.7408 1.4694 2.3001
H -0.1095 0.3426 3.4315
H 2.7829 1.6273 0.5276
H 2.6383 0.3142 -0.6439
H 1.7129 0.4203 2.2153
O 0.2894 0.2928 6.0605
H -0.7164 0.1199 6.2061
H 0.7532 -0.3881 6.6563
O -0.4047 -4.1195 -5.0636
H -1.3260 -4.0300 -5.6261
H -0.2125 -5.1550 -4.9020
O 3.6597 -4.8136 0.8088
H 3.9514 -4.2353 1.6206
H 4.2552 -4.5500 -0.0125
O -3.6849 1.4764 4.6594
H -4.0650 2.4712 4.6497
H -4.3770 0.9057 4.1597
O 0.9205 -4.0617 5.7020
H 1.5043 -4.6371 5.0784
H -0.0210 -4.1165 5.2208
O 6.4949 -3.3780 3.7327
H 5.9156 -2.9429 3.0058
H 7.1520 -3.8572 3.1785
O -4.8571 1.9617 -5.2794
H -5.6542 1.9836 -5.8815
H -5.1366 2.2519 -4.3173
O -4.7572 -2.0006 -4.9675
H -4.8426 -1.7308 -3.9906
H -5.7452 -1.9907 -5.2790
O -1.1351 6.2014 -1.4393
H -1.0197 6.9965 -0.7952
H -1.3299 6.6562 -2.3635
O -2.7641 -2.2991 0.0621
H -3.4389 -2.8103 -0.5257
H -2.0642 -2.9302 0.5314
O 4.6507 -4.2408 5.6596
H 5.2830 -4.0125 4.8452
H 3.9291 -4.8398 5.2001
O -1.6267 0.1613 -7.1198
H -1.3513 0.0592 -8.1294
H -1.0206 -0.5041 -6.6545
O 0.9600 -4.4428 -0.4114
H 1.1907 -3.5705 0.0289
H 1.2555 -4.3372 -1.4320
O -2.4317 2.6713 -6.1780
H -2.1539 1.6882 -6.2995
H -3.4254 2.5774 -5.8222
O -4.6131 2.7355 -0.9052
H -4.1073 3.5106 -0.4090
H -4.1370 1.9026 -0.6412
O -3.2765 4.6953 0.2334
H -3.1218 5.1335 1.2095
H -2.5999 5.1357 -0.3934
O 0.4026 3.4765 3.1764
H 1.3454 3.1541 3.4918
H 0.6216 4.2985 2.5847
O 3.9892 4.0444 1.3564
H 4.5051 4.9451 1.2945
H 3.6027 3.8640 0.4677
O -3.5734 0.0420 -0.5192
H -3.2048 -0.9152 -0.3996
H -2.9727 0.4531 -1.2230
O 5.4822 -0.4164 -1.0973
H 5.1914 0.5382 -1.4171
H 5.1410 -1.0775 -1.8322

Atoms 1-2, force components in eV/Å:
3.21 -1.85 0.98
0.27 1.16 0.55

Calculated values
- total charge = 0
- frontier orbital gap (eV) = 7.397
- energy relative to the best compared isomer or geometry (same formula, charge and spin) (kcal per mole) = 44.5

Löwdin atomic charge list, values in e, 4 entries:
1 O 0.005
2 O 0.002
3 C -0.499
4 C -0.399

***

Molecular formula: C33H30F32N2O6
Method: DFT, ωB97M-V/def2-TZVPD

Geometry (Å):
F 0.1989 -0.3476 0.2054
C -0.8098 0.1285 0.9640
F -1.9356 -0.0001 0.2176
C -0.6070 1.5873 1.3718
F -0.5987 2.4044 0.2886
F -1.6924 1.9627 2.1130
C 0.6437 1.8760 2.2255
O 1.7986 2.3776 1.5363
C 2.6555 1.4276 0.9387
F 2.3143 0.1918 1.3525
F 3.8871 1.6636 1.4506
C 2.7062 1.5550 -0.5874
F 1.4855 1.3972 -1.1451
F 3.5014 0.5959 -1.1206
H -0.9195 -0.5152 1.8420
H 0.3662 2.6906 2.8998
H 0.8947 1.0464 2.8873
H 3.0913 2.5309 -0.8937
F -5.3044 -1.1361 1.1489
C -5.6614 -2.3935 1.4701
F -4.7111 -2.8481 2.3283
C -5.7597 -3.3119 0.2522
F -4.5541 -3.4576 -0.3484
F -6.1063 -4.5563 0.6998
C -6.8050 -2.9127 -0.8114
O -6.3272 -2.1948 -1.9558
C -6.1974 -0.7922 -1.8306
F -6.7884 -0.3850 -0.6894
F -6.9291 -0.2601 -2.8377
C -4.7447 -0.3204 -1.9537
F -3.9531 -0.8835 -1.0121
F -4.6539 1.0221 -1.7846
H -6.6095 -2.3580 2.0152
H -7.1819 -3.8511 -1.2291
H -7.6847 -2.4358 -0.3709
H -4.3336 -0.5738 -2.9341
F 9.4581 -0.2397 2.8541
C 8.8172 0.6802 3.5999
F 9.7087 1.0940 4.5371
C 7.5598 0.1281 4.2709
F 7.8680 -0.8526 5.1539
F 7.0086 1.1365 5.0110
C 6.4564 -0.3820 3.3197
O 6.4079 -1.7957 3.0852
C 7.2560 -2.3139 2.0799
F 7.7886 -1.2999 1.3713
F 6.4504 -2.9825 1.2230
C 8.3130 -3.2749 2.6362
F 9.1005 -2.6759 3.5560
F 9.1307 -3.7152 1.6496
H 8.5810 1.5398 2.9657
H 5.5055 -0.1649 3.8154
H 6.4149 0.1874 2.3874
H 7.8416 -4.1404 3.1088
F -2.3076 2.1535 6.4532
C -1.1771 2.1754 5.7238
F -1.5690 2.3417 4.4296
C -0.3512 0.8978 5.8777
F -1.0246 -0.1795 5.4068
F 0.7559 1.0213 5.0850
C 0.1544 0.5899 7.3032
O -0.6072 -0.3472 8.0748
C -1.7236 0.1546 8.7829
F -1.7030 1.5014 8.7629
F -1.5338 -0.2000 10.0742
C -3.0504 -0.4309 8.2860
F -3.2545 -0.1686 6.9765
F -4.0960 0.1060 8.9594
H -0.5958 3.0580 6.0080
H 1.1247 0.0997 7.1788
H 0.3766 1.4977 7.8704
H -3.0712 -1.5156 8.4195
C -0.7276 2.3085 -9.1136
C -0.9146 0.6831 -9.1736
C -1.2341 0.2340 -7.6489
C -0.0559 0.0326 -6.6772
C -0.3929 -0.3596 -5.1821
C 0.7178 -0.5741 -4.0336
C 2.0853 0.2456 -4.3439
O 1.7033 1.6209 -4.6359
C 2.1901 2.5361 -3.6659
O 3.4292 2.6842 -3.4140
C -1.8664 -0.5562 -4.7507
C -3.0882 -0.3594 -5.7461
N -4.4016 -0.5767 -5.2021
C -5.3599 -0.3113 -6.2250
C -5.0687 0.1270 -7.6865
N -3.7475 0.2883 -8.1953
C -2.7427 0.0471 -7.1972
H 0.3419 2.5148 -8.7504
H -1.4266 2.6762 -8.2790
H -0.9445 2.8171 -10.1115
H 0.0397 0.2061 -9.5818
H -1.7663 0.4375 -9.8921
H 1.0498 0.1774 -6.9703
H 0.2798 -0.0706 -3.0854
H 0.8953 -1.6725 -3.7779
H 2.6804 0.2505 -3.3579
H 2.7133 -0.2381 -5.1782
H 1.4413 3.2138 -3.1247
H -2.1098 -0.8643 -3.6645
H -6.4698 -0.4330 -5.9297
H -5.9387 0.3074 -8.4055

Atoms 1-2, force components in eV/Å:
0.04 0.11 0.00
-0.82 -0.64 -0.19

Calculated values
- total charge = 0
- frontier orbital gap (eV) = 7.527
- structure (SMILES) = FC(F)C(F)(F)COC(F)(F)C(F)F.FC(F)C(F)(F)COC(F)(F)C(F)F.FC(F)C(F)(F)COC(F)(F)C(F)F.FC(F)C(F)(F)COC(F)(F)C(F)F.CCc1cc(CCOC=O)cc2nccnc12

Löwdin atomic charge list, values in e, 4 entries:
1 F 0.088
2 C -0.285
3 F 0.085
4 C -0.420

***

Molecular formula: C43H53BCl5N5OP2Pb
Method: DFT, ωB97M-V/def2-TZVPD

Geometry (Å):
Pb 19.6384 16.1193 14.0226
C 17.4823 12.2301 13.9233
C 17.6129 12.3101 15.4187
C 18.6820 11.2306 15.8002
C 16.2960 11.9169 16.1040
P 18.2769 14.0227 15.8160
C 16.5816 14.8105 15.9869
N 16.5284 16.1851 15.5732
B 17.5027 16.8714 14.7116
N 16.7723 18.0607 14.3566
C 17.0332 19.0361 13.3001
P 18.7190 18.7756 12.5352
C 18.3769 19.2297 10.6661
C 17.4276 20.4552 10.4670
C 19.8094 19.3517 9.9577
C 17.7330 17.9758 10.0506
C 19.6745 20.2601 13.3537
C 19.1317 21.6600 13.0383
C 21.1421 20.2461 12.9997
C 19.4995 20.0522 14.8185
C 15.4563 18.0426 14.9287
C 14.4719 18.9631 14.7735
C 13.2699 18.6264 15.3738
C 13.1285 17.5656 16.1930
C 14.1066 16.5719 16.3288
C 15.2972 16.8477 15.6549
C 19.1113 14.0776 17.4822
C 20.4905 13.3920 17.4492
C 18.3068 13.4769 18.6160
C 19.2754 15.5966 17.8026
H 16.9874 11.2448 13.6744
H 16.9270 12.9993 13.4078
H 18.4790 12.1638 13.4571
H 18.3000 10.3123 15.4237
H 19.6864 11.3772 15.3518
H 18.7672 11.0437 16.8574
H 16.0665 10.8660 15.8677
H 16.3114 12.0601 17.1549
H 15.5138 12.5816 15.7954
H 16.0853 14.1840 15.2587
H 16.0519 14.5730 16.9944
H 16.2165 18.9357 12.6030
H 16.9957 20.0736 13.6652
H 17.8699 21.4492 10.7051
H 17.1442 20.5791 9.4295
H 16.4869 20.4237 11.0310
H 20.4415 20.2204 10.2660
H 20.4114 18.5124 10.2762
H 19.5862 19.4282 8.8879
H 16.7416 17.8790 10.3561
H 17.8369 18.0296 8.9816
H 18.3354 17.0705 10.2495
H 19.6156 22.1913 12.2159
H 18.0644 21.6660 12.7287
H 19.2697 22.3656 13.8508
H 21.4483 20.5452 11.9427
H 21.6013 20.9611 13.6878
H 21.5650 19.2284 13.2409
H 18.5254 20.3151 15.2186
H 19.7484 19.0154 15.2094
H 20.1919 20.6809 15.4410
H 14.5981 19.8433 14.0924
H 12.4022 19.3223 15.1377
H 12.1749 17.3292 16.6459
H 13.8762 15.6080 16.8600
H 20.3794 12.3139 17.2877
H 21.0769 13.7749 16.6417
H 20.9458 13.6491 18.3688
H 18.3247 12.4025 18.5812
H 18.6983 13.9596 19.5258
H 17.2878 13.8329 18.5200
H 19.9034 16.1161 17.0421
H 18.2717 16.0904 17.8624
H 19.8473 15.7103 18.7583
Cl 16.1330 16.0085 12.2763
C 17.3345 14.9726 11.5935
C 18.6539 14.9097 12.2135
C 19.4932 13.8904 11.7209
Cl 21.0259 13.7007 12.4674
C 19.1048 13.0021 10.6885
Cl 20.0178 11.6095 10.2432
C 17.8254 13.1158 10.1000
Cl 17.3579 11.9721 8.9214
C 16.9757 14.1648 10.5555
Cl 15.4255 14.4532 9.7589
O 21.6465 4.8242 6.4120
C 22.7607 4.9078 6.2700
N 10.8319 10.0697 14.9931
C 9.8323 9.2420 15.3920
C 8.9237 9.3375 16.4204
C 8.1130 8.2355 16.5793
C 8.2267 7.0272 15.8467
C 9.1742 6.9651 14.8067
C 9.9319 8.1144 14.5612
N 11.0230 8.2828 13.7169
C 11.5185 9.4610 13.9790
C 12.6035 10.0696 13.2690
C 13.2204 9.3456 12.2484
C 14.2927 9.9627 11.5268
N 14.7037 11.1688 11.8370
C 14.0813 11.8810 12.7669
C 12.9399 11.3906 13.4300
H 11.2775 10.7231 15.6263
H 8.7053 10.2564 16.9163
H 7.3717 8.2189 17.4204
H 7.6086 6.1644 16.0183
H 9.3415 6.0953 14.2003
H 12.8522 8.3394 12.0786
H 14.9334 9.3568 10.8799
H 14.3609 12.8987 12.9882
H 12.4507 11.9877 14.1382

Atoms 1-2, force components in eV/Å:
-0.63 0.24 -0.10
0.04 -1.84 -1.10

Calculated values
- total charge = 0
- frontier orbital gap (eV) = 7.752

Löwdin atomic charge list, values in e, 4 entries:
1 Pb 0.934
2 C -0.114
3 C -0.670
4 C -0.089

***

Molecular formula: C3H19NO5
Method: DFT, ωB97M-V/def2-TZVPD

Geometry (Å):
C 0.6788 -0.4977 -3.4658
C -0.3373 -0.5812 -2.2806
C -1.7854 -0.2912 -2.7295
N -0.2395 -1.8893 -1.7138
H 1.0877 0.5015 -3.5751
H 1.4946 -1.2147 -3.3389
H 0.1835 -0.8623 -4.3648
H 0.0466 0.1244 -1.5124
H -2.0013 -0.8796 -3.6141
H -2.4435 -0.5509 -1.9111
H -1.7509 0.7355 -3.0857
H 0.5320 -2.4941 -2.0179
H -1.0731 -2.4732 -1.8307
H 2.2064 -2.5717 2.0606
H 2.5604 -1.3427 2.8189
O 2.9032 -2.2233 2.6288
H 1.1384 0.0971 2.3023
H 1.3090 1.5934 2.5613
O 0.6950 0.8567 2.6889
H -0.2802 3.6289 1.0385
H 0.5512 2.9290 0.1912
O 0.6785 3.5894 0.8896
H -1.9736 -1.4138 1.3732
H -2.2056 -0.9957 2.7261
O -1.5339 -0.8620 2.0383
H -0.6982 0.8584 1.2614
H -1.9310 1.2030 0.8732
O -1.0520 1.5759 0.6769

Atoms 1-2, force components in eV/Å:
0.31 -0.76 0.13
0.14 -0.27 -0.41

Calculated values
- ⟨S²⟩ = 0.754
- total charge = +1
- frontier orbital gap (alpha / beta) (eV) = 9.559 / 4.352
- spin multiplicity = 2

natural (NBO) atomic charge list, values in e, 4 entries:
1 C -0.589
2 C -0.117
3 C -0.610
4 N -0.293